A cluster of 2 separate species, C3H4FIO in total at a distorted geometry, computed with the ωB97M-V functional and the def2-TZVPD basis.

Last column: Löwdin charge in e.
Atoms and positions in Å:
C: -1.493 -0.511 0.373  -0.79
C: 0.805 0.830 -0.474  -0.06
C: 0.557 -0.253 0.533  -0.26
O: -2.205 -0.002 1.153  -0.01
F: 1.188 -1.393 0.151  -0.01
I: -1.927 -1.847 -1.194  0.80
H: 0.576 0.352 -1.442  0.09
H: 1.778 1.135 -0.420  0.05
H: 0.247 1.696 -0.294  0.07
H: 0.474 -0.008 1.614  0.13

Computed properties:
HOMO (eV): -8.82
Frontier orbital gap (eV): 8.98
ΔE to the lowest compared entry with this formula, charge and spin (kJ/mol): 133.0

---

A structure of composition C35H70N2O5S3SiTa at a distorted geometry, computed with the ωB97M-V functional and the def2-TZVPD basis.

Last column: Löwdin charge in e.
Atoms and positions in Å:
C: -3.177 -0.317 2.161  -0.06
C: -2.167 -1.545 2.014  -0.51
O: -2.633 -2.737 2.180  -0.09
N: -0.754 -1.433 1.670  -0.25
C: -0.171 -2.717 1.176  -0.22
Ta: 0.444 -0.545 3.297  1.58
C: 1.362 0.856 1.639  -0.38
C: 0.219 1.936 1.298  -0.34
C: 0.633 3.051 0.217  -0.20
C: 0.058 2.811 -1.263  -0.22
C: -1.486 2.382 -1.335  -0.21
C: -2.132 2.395 -2.806  -0.21
C: -1.124 1.992 -3.992  -0.18
C: -1.821 1.034 -5.124  -0.19
C: -0.908 -0.265 -5.427  -0.21
C: -1.603 -1.666 -5.046  -0.20
C: -2.266 -1.722 -3.584  -0.16
C: -1.269 -2.154 -2.395  -0.15
N: 0.156 -1.783 -2.599  -0.13
C: 0.744 -0.683 -1.875  -0.11
C: 2.233 -0.378 -2.167  -0.05
C: 2.519 -1.526 -3.208  -0.09
C: 1.212 -2.358 -3.419  -0.09
C: 1.839 0.546 4.776  -0.40
O: 2.661 -0.317 5.618  -0.24
C: 3.545 -1.148 4.863  -0.24
C: 3.736 -2.615 5.421  -0.01
C: 4.630 -3.677 4.702  -0.09
C: 5.350 -3.278 3.383  -0.12
C: 5.210 -1.839 2.808  -0.07
C: 4.301 -0.778 3.539  -0.02
Si: -0.722 -1.985 5.156  0.34
C: -0.478 -3.881 4.755  -0.28
C: -2.605 -1.541 5.420  -0.28
C: 0.072 -1.764 6.925  -0.28
H: -2.723 0.604 2.659  0.03
H: -3.546 0.000 1.126  0.07
H: -4.072 -0.681 2.779  0.08
H: 0.023 -3.484 2.000  0.05
H: 0.865 -2.483 0.710  0.07
H: -0.799 -3.179 0.338  0.07
H: 1.717 -1.877 2.924  -0.07
H: -0.836 0.798 3.612  -0.09
H: 1.681 0.204 0.736  0.03
H: 2.333 1.349 2.033  0.02
H: 0.009 2.505 2.287  0.08
H: -0.738 1.359 1.063  0.05
H: 0.389 4.122 0.542  0.10
H: 1.790 3.009 0.128  0.11
H: 0.778 2.115 -1.825  0.08
H: 0.137 3.842 -1.816  0.09
H: -2.099 2.970 -0.547  0.12
H: -1.535 1.278 -0.973  0.08
H: -2.966 1.587 -2.800  0.10
H: -2.671 3.395 -2.943  0.09
H: -0.274 1.360 -3.550  0.08
H: -0.758 2.965 -4.487  0.11
H: -1.873 1.681 -6.081  0.10
H: -2.905 0.780 -4.856  0.10
H: -0.743 -0.274 -6.575  0.10
H: 0.156 -0.194 -4.978  0.10
H: -0.833 -2.491 -5.227  0.09
H: -2.460 -1.820 -5.808  0.11
H: -2.833 -0.753 -3.311  0.10
H: -3.086 -2.541 -3.631  0.10
H: -1.379 -3.270 -2.126  0.13
H: -1.616 -1.581 -1.450  0.12
H: 0.252 0.019 -1.117  0.09
H: 2.930 0.422 -1.751  0.09
H: 3.529 -1.717 -3.696  0.06
H: 1.009 -3.258 -4.082  0.10
H: 1.162 1.178 5.479  0.06
H: 2.492 1.326 4.221  0.05
H: 3.185 -2.913 6.388  0.08
H: 4.701 -4.709 5.183  0.07
H: 5.973 -4.080 2.863  0.07
H: 5.737 -1.568 1.833  0.07
H: 4.183 0.270 3.086  0.06
H: -0.589 -4.451 5.742  0.02
H: 0.643 -3.966 4.465  0.02
H: -1.180 -4.221 3.921  0.02
H: -2.930 -1.622 6.517  0.02
H: -2.872 -0.521 4.982  0.00
H: -3.239 -2.318 4.834  0.03
H: 0.279 -0.632 7.070  0.03
H: -0.688 -2.098 7.714  0.02
H: 1.043 -2.363 6.979  0.00
C: -6.336 -4.058 -6.453  -0.28
S: -6.837 -2.947 -5.119  0.80
O: -5.778 -1.903 -4.985  -0.56
C: -6.593 -4.139 -3.785  -0.27
H: -6.374 -3.507 -7.394  0.05
H: -5.318 -4.411 -6.281  0.06
H: -7.025 -4.903 -6.501  0.05
H: -5.559 -4.488 -3.781  0.06
H: -7.274 -4.982 -3.920  0.05
H: -6.813 -3.646 -2.837  0.05
C: 7.457 2.199 2.935  -0.27
S: 6.265 2.774 1.706  0.81
O: 4.953 2.137 2.024  -0.56
C: 6.982 1.870 0.316  -0.27
H: 7.180 2.613 3.905  0.05
H: 7.441 1.109 2.988  0.05
H: 8.456 2.547 2.665  0.05
H: 6.996 0.801 0.534  0.05
H: 7.997 2.230 0.132  0.05
H: 6.369 2.052 -0.567  0.05
C: -1.645 8.153 -1.507  -0.28
S: -1.302 6.425 -1.906  0.79
O: 0.174 6.289 -2.088  -0.55
C: -2.049 6.468 -3.550  -0.27
H: -1.228 8.369 -0.523  0.05
H: -1.180 8.806 -2.249  0.05
H: -2.724 8.315 -1.486  0.05
H: -1.559 7.228 -4.162  0.06
H: -3.115 6.688 -3.461  0.05
H: -1.920 5.490 -4.014  0.03

Computed properties:
Net charge: -1
HOMO (eV): -3.92
Frontier orbital gap (eV): 5.74
ΔE to the lowest compared entry with this formula, charge and spin (kJ/mol): 982.7

---

An isolated molecule of C3H7N3O at a distorted geometry, computed with the ωB97M-V functional and the def2-TZVPD basis.

Last column: Löwdin charge in e.
Atoms and positions in Å:
C: 1.693 1.054 -0.524  -0.15
N: 1.532 -0.377 -0.615  -0.01
C: 0.493 -0.904 -0.127  -0.31
N: 0.167 -2.145 0.247  0.08
C: -1.177 -0.135 0.268  -0.31
N: -1.820 1.053 0.114  0.14
O: -1.886 -1.012 0.779  -0.02
H: 2.450 1.296 0.237  0.08
H: 0.750 1.526 -0.211  0.04
H: 2.028 1.493 -1.472  0.07
H: -0.868 -2.031 0.659  0.07
H: 0.909 -2.760 0.577  0.11
H: -1.465 1.889 -0.311  0.09
H: -2.806 1.053 0.380  0.12

Computed properties:
HOMO (eV): -8.73
Frontier orbital gap (eV): 9.60
ΔE to the lowest compared entry with this formula, charge and spin (kJ/mol): 203.2

---

A cluster of 5 separate species, C2H14N2O4 in total at a distorted geometry, computed with the ωB97M-V functional and the def2-TZVPD basis.

Last column: Löwdin charge in e.
Atoms and positions in Å:
C: 2.725 0.352 1.311  -0.13
N: 1.248 0.648 1.064  -0.05
C: 0.834 1.743 0.517  -0.27
N: 1.646 2.842 0.042  0.05
H: 2.820 0.521 2.364  0.05
H: 3.540 1.033 0.855  0.08
H: 2.867 -0.671 0.979  0.06
H: -0.219 1.878 0.306  0.09
H: 2.503 2.966 0.554  0.05
H: 1.238 3.664 -0.486  0.11
O: -2.329 -0.720 1.572  -0.05
H: -2.499 -1.215 0.804  -0.02
H: -1.457 -0.710 2.007  0.05
O: -0.655 -3.980 -1.228  -0.08
H: -0.845 -4.963 -1.207  0.08
H: -0.728 -3.562 -2.078  0.02
O: -2.287 1.731 -1.410  -0.09
H: -2.266 0.800 -1.122  0.00
H: -3.162 1.856 -1.840  0.05
O: -1.186 -1.249 -1.272  -0.02
H: -1.401 -2.045 -0.832  -0.02
H: -0.385 -0.920 -0.898  0.03

Computed properties:
HOMO (eV): -9.11
Frontier orbital gap (eV): 9.70
ΔE to the lowest compared entry with this formula, charge and spin (kJ/mol): 154.4

---

A structure of composition C10H25MnNO4 at a distorted geometry, computed with the ωB97M-V functional and the def2-TZVPD basis.

Last column: Löwdin charge in e.
Atoms and positions in Å:
Mn: 1.277 -5.059 10.687  0.88
C: -0.058 -4.495 14.267  -0.10
C: -0.668 -5.406 13.200  -0.46
O: 0.215 -5.722 12.214  -0.34
H: 0.791 -4.989 14.738  0.07
H: -0.804 -4.260 15.035  0.06
H: 0.273 -3.559 13.811  0.05
H: -1.591 -4.900 12.812  0.09
H: -1.050 -6.318 13.704  0.10
C: 5.053 -4.297 12.408  -0.11
C: 3.660 -4.907 12.415  -0.45
O: 3.197 -5.104 11.119  -0.38
H: 5.717 -4.873 11.757  0.07
H: 5.487 -4.286 13.413  0.06
H: 5.026 -3.276 12.017  0.06
H: 2.999 -4.232 12.998  0.08
H: 3.688 -5.855 12.979  0.10
C: 2.335 -7.994 9.741  -0.06
O: 1.305 -7.022 9.725  -0.28
C: 0.298 -7.210 8.752  -0.19
C: -0.812 -6.206 9.017  -0.16
N: -0.266 -4.822 9.147  -0.10
C: -1.223 -3.851 9.748  -0.17
C: -0.498 -2.607 10.174  -0.21
O: 0.559 -2.944 11.056  -0.27
C: 1.248 -1.816 11.581  -0.06
H: 3.018 -7.700 10.534  0.09
H: 2.885 -7.980 8.793  0.10
H: 1.914 -8.985 9.926  0.10
H: -0.121 -8.217 8.852  0.13
H: 0.717 -7.088 7.745  0.13
H: -1.337 -6.440 9.942  0.12
H: -1.538 -6.254 8.196  0.13
H: -0.055 -4.488 8.211  0.13
H: -1.699 -4.324 10.606  0.11
H: -1.979 -3.555 9.013  0.13
H: -1.200 -1.946 10.694  0.14
H: -0.101 -2.070 9.301  0.13
H: 1.822 -1.310 10.798  0.10
H: 1.914 -2.178 12.356  0.09
H: 0.528 -1.106 11.998  0.10

Computed properties:
HOMO (spin up / spin down) (eV): -6.97 / -7.68
2S+1: 6
Frontier orbital gap (spin up / spin down) (eV): 7.22 / 7.91
ΔE to the lowest compared entry with this formula, charge and spin (kJ/mol): 0.0

---

A structure of composition C28H54BN2O30S7 at a distorted geometry, computed with the ωB97M-V functional and the def2-TZVPD basis.

Last column: Löwdin charge in e.
Atoms and positions in Å:
C: 1.732 0.039 -0.151  0.10
C: 0.905 0.101 -1.144  -0.10
C: 0.212 0.210 -2.604  -0.17
C: -1.212 -0.575 -2.557  -0.18
C: -2.403 0.227 -3.358  -0.08
C: -3.721 0.085 -2.436  -0.07
N: -3.969 0.652 -1.237  0.02
C: -3.024 1.603 -0.528  -0.06
C: -3.413 3.144 -0.933  -0.13
C: -2.632 3.646 -2.279  -0.17
C: -3.549 3.640 -3.601  -0.29
N: -4.899 4.288 -3.397  -0.02
C: -5.310 0.156 -0.795  -0.27
C: -6.022 0.775 0.505  -0.01
B: -5.410 0.137 1.904  -0.45
O: -5.857 0.575 3.222  0.01
O: -4.390 -0.910 1.918  0.08
C: -6.118 0.026 -2.181  -0.09
C: -4.968 -0.850 -2.949  -0.05
H: 2.516 -0.252 0.639  0.03
H: 0.014 1.313 -2.840  0.09
H: 0.878 -0.252 -3.414  0.12
H: -1.489 -0.640 -1.429  0.10
H: -1.155 -1.654 -2.948  0.13
H: -2.097 1.309 -3.563  0.09
H: -2.546 -0.372 -4.341  0.12
H: -3.141 1.558 0.617  0.11
H: -1.934 1.458 -0.847  0.12
H: -4.556 3.293 -1.027  0.11
H: -3.067 3.876 -0.099  0.13
H: -1.684 2.999 -2.347  0.09
H: -2.268 4.741 -2.142  0.13
H: -3.748 2.594 -4.042  0.08
H: -3.003 4.235 -4.440  0.12
H: -5.277 4.471 -4.342  0.07
H: -5.476 3.528 -2.974  0.05
H: -5.104 -0.965 -0.545  0.16
H: -5.966 1.938 0.525  0.13
H: -7.124 0.401 0.478  0.14
H: -5.752 1.557 3.230  0.12
H: -3.493 -0.526 1.772  0.10
H: -6.265 1.071 -2.667  0.13
H: -7.110 -0.485 -1.929  0.13
H: -4.990 -0.834 -4.107  0.10
H: -4.942 -1.918 -2.486  0.15
C: -1.268 2.053 5.212  -0.16
C: -2.431 2.502 6.085  -0.15
O: -3.452 2.899 5.170  -0.26
S: -3.350 1.984 3.835  0.71
O: -4.311 0.910 3.941  -0.27
O: -3.286 2.852 2.693  -0.22
O: -1.866 1.375 4.107  -0.18
H: -0.712 2.911 4.825  0.13
H: -0.586 1.388 5.743  0.14
H: -2.162 3.329 6.743  0.13
H: -2.818 1.673 6.684  0.14
C: 6.316 -2.164 2.786  -0.18
C: 5.121 -1.492 3.446  -0.16
O: 4.374 -0.925 2.368  -0.21
S: 4.545 -1.864 1.054  0.62
O: 3.408 -2.730 0.973  -0.23
O: 4.973 -1.042 -0.034  -0.22
O: 5.808 -2.734 1.576  -0.18
H: 7.081 -1.435 2.523  0.10
H: 6.755 -2.938 3.417  0.14
H: 5.418 -0.721 4.157  0.14
H: 4.484 -2.225 3.949  0.13
C: -0.348 6.914 4.606  -0.17
C: -1.439 7.960 4.423  -0.17
O: -2.663 7.227 4.452  -0.18
S: -2.494 5.950 5.441  0.68
O: -3.035 6.297 6.719  -0.20
O: -2.882 4.768 4.729  -0.24
O: -0.874 5.981 5.551  -0.19
H: -0.153 6.380 3.671  0.13
H: 0.582 7.349 4.976  0.14
H: -1.338 8.506 3.485  0.14
H: -1.449 8.669 5.256  0.14
C: 10.465 -4.589 3.078  -0.14
C: 11.745 -3.794 2.870  -0.16
O: 11.325 -2.433 2.779  -0.18
S: 10.017 -2.218 3.716  0.69
O: 10.448 -1.673 4.966  -0.20
O: 8.985 -1.619 2.921  -0.24
O: 9.653 -3.787 3.943  -0.33
H: 9.928 -4.725 2.134  0.14
H: 10.654 -5.564 3.531  0.12
H: 12.279 -4.092 1.967  0.14
H: 12.412 -3.885 3.733  0.14
C: -2.657 1.380 -7.709  -0.15
C: -3.759 2.414 -7.878  -0.16
O: -4.976 1.668 -7.835  -0.17
S: -4.783 0.393 -6.851  0.65
O: -5.315 0.737 -5.563  -0.26
O: -5.166 -0.789 -7.562  -0.21
O: -3.164 0.440 -6.759  -0.21
H: -2.467 0.849 -8.646  0.14
H: -1.727 1.823 -7.349  0.14
H: -3.676 2.962 -8.816  0.14
H: -3.768 3.122 -7.043  0.12
C: 8.776 -5.049 8.691  -0.17
C: 7.626 -5.765 7.998  -0.17
O: 7.746 -5.415 6.619  -0.19
S: 9.317 -5.214 6.258  0.71
O: 9.801 -6.427 5.670  -0.21
O: 9.479 -3.934 5.635  -0.26
O: 9.875 -5.133 7.784  -0.18
H: 8.546 -3.991 8.849  0.13
H: 9.034 -5.510 9.646  0.14
H: 6.653 -5.464 8.388  0.14
H: 7.731 -6.851 8.081  0.13
C: -3.199 -4.324 -8.314  -0.17
C: -4.200 -4.550 -9.438  -0.17
O: -3.648 -3.875 -10.567  -0.19
S: -2.028 -3.941 -10.485  0.65
O: -1.580 -5.023 -11.305  -0.22
O: -1.515 -2.611 -10.605  -0.23
O: -1.914 -4.402 -8.930  -0.19
H: -3.309 -3.325 -7.882  0.12
H: -3.290 -5.072 -7.526  0.14
H: -5.189 -4.157 -9.199  0.14
H: -4.282 -5.612 -9.686  0.14

Computed properties:
Net charge: +1
HOMO (eV): -10.46
Frontier orbital gap (eV): 7.42

---

A structure of composition C4H8N3 at a distorted geometry, computed with the ωB97M-V functional and the def2-TZVPD basis.

Last column: Löwdin charge in e.
Atoms and positions in Å:
C: 1.691 -1.204 0.002  -0.01
C: 2.139 0.326 -0.293  -0.05
C: 0.479 -0.473 0.575  -0.12
C: 1.064 0.871 0.535  -0.03
N: -0.484 0.138 -0.054  0.13
N: -2.942 -0.034 -0.070  0.03
N: -0.153 1.472 0.089  0.14
H: 1.439 -1.903 -0.821  0.14
H: 2.290 -1.747 0.779  0.14
H: 3.151 0.541 0.146  0.16
H: 1.857 0.512 -1.372  0.17
H: -3.374 0.636 0.591  0.05
H: -2.804 -1.020 0.335  0.08
H: -3.485 -0.160 -0.918  0.04
H: -0.868 2.045 0.477  0.14

Computed properties:
Net charge: +1
HOMO (spin up / spin down) (eV): -13.78 / -13.79
Frontier orbital gap (spin up / spin down) (eV): 7.51 / 7.52
ΔE to the lowest compared entry with this formula, charge and spin (kJ/mol): 873.4

---

Number 1: calculated total energy -589.441531 Eh. Number 2: calculated total energy -3401.769234 Eh. Number 3: calculated total energy -357.972472 Eh. Number 4: calculated total energy -495.023109 Eh. Number 5: calculated total energy -1902.699679 Eh. Number 6: calculated total energy -6277.350571 Eh. Number 7: calculated total energy -320.958650 Eh.